Here is a cluster of 8 separate species, C28H46ClIN4O28S7 in total at a distorted geometry from the Open Molecules 2025 dataset. Energies are from ωB97M-V/def2-TZVPD.

Structure (ORCA input):
```
! wB97M-V def2-TZVPD RIJCOSX def2/J DEFGRID3
* xyz 0 1
C -1.071 7.549 -2.927
C -0.030 6.457 -3.337
C -0.589 5.473 -4.386
C 0.561 4.729 -5.159
N 0.815 3.343 -4.660
C 1.865 3.387 -3.712
C 3.211 3.520 -4.235
C 4.293 3.597 -3.408
C 5.676 3.749 -4.076
N 5.994 5.178 -4.240
C 5.381 5.770 -5.425
C 4.152 3.552 -1.972
N 5.294 3.654 -1.225
C 4.997 3.635 0.043
Cl 6.353 3.789 1.175
C 3.701 3.488 0.624
N 2.624 3.352 -0.111
C 2.849 3.405 -1.458
C 1.727 3.312 -2.346
I -0.212 3.055 -1.481
H -1.817 7.137 -2.230
H -1.536 7.942 -3.844
H -0.524 8.341 -2.391
H 0.305 5.975 -2.405
H 0.847 7.010 -3.726
H -1.226 4.707 -3.914
H -1.196 6.048 -5.106
H 0.342 4.724 -6.239
H 1.453 5.364 -5.030
H -0.037 2.975 -4.247
H 3.352 3.559 -5.316
H 6.451 3.207 -3.513
H 5.622 3.260 -5.064
H 5.673 5.652 -3.400
H 5.689 6.831 -5.444
H 5.719 5.312 -6.368
H 4.271 5.776 -5.418
H 3.607 3.489 1.713
O 8.192 6.398 -10.817
S 7.777 6.082 -9.500
O 6.462 6.339 -9.033
O 8.827 6.733 -8.470
C 9.399 5.714 -7.644
C 9.366 4.461 -8.495
O 8.127 4.539 -9.206
H 8.776 5.606 -6.753
H 10.409 5.987 -7.348
H 9.410 3.552 -7.900
H 10.178 4.455 -9.226
O -3.726 -0.105 1.543
S -2.801 -1.177 1.535
O -3.130 -2.464 2.050
O -1.440 -0.678 2.226
C -0.343 -0.831 1.311
C -0.964 -0.698 -0.059
O -2.233 -1.364 0.049
H 0.088 -1.823 1.456
H 0.417 -0.076 1.496
H -0.356 -1.152 -0.835
H -1.150 0.348 -0.311
O 2.586 -4.073 -0.059
S 2.128 -3.293 -1.150
O 1.646 -1.966 -0.983
O 1.027 -4.143 -1.953
C 1.438 -4.301 -3.315
C 2.948 -4.269 -3.278
O 3.261 -3.280 -2.286
H 1.037 -3.465 -3.891
H 1.056 -5.237 -3.719
H 3.384 -4.003 -4.238
H 3.359 -5.224 -2.945
O -4.607 -6.205 6.475
S -4.506 -4.816 6.753
O -5.047 -4.229 7.923
O -5.041 -4.004 5.465
C -4.007 -3.140 4.971
C -2.713 -3.824 5.347
O -2.960 -4.386 6.641
H -4.104 -2.173 5.471
H -4.103 -3.002 3.898
H -1.872 -3.136 5.382
H -2.483 -4.643 4.660
O -8.783 -0.103 3.326
S -9.459 -1.153 3.997
O -10.857 -1.128 4.229
O -8.701 -1.429 5.390
C -8.266 -2.792 5.441
C -8.039 -3.188 4.001
O -9.091 -2.547 3.274
H -9.062 -3.388 5.893
H -7.364 -2.881 6.041
H -8.073 -4.264 3.855
H -7.086 -2.801 3.630
O 0.498 -9.574 -1.991
S -0.334 -8.439 -2.154
O -0.578 -7.844 -3.419
O 0.173 -7.298 -1.133
C -0.894 -6.924 -0.253
C -1.756 -8.162 -0.138
O -1.747 -8.735 -1.450
H -1.441 -6.098 -0.713
H -0.499 -6.604 0.708
H -2.772 -7.936 0.175
H -1.317 -8.888 0.551
O -6.280 -2.148 10.284
S -5.077 -2.798 10.664
O -4.165 -3.311 9.714
O -5.445 -3.959 11.718
C -4.745 -3.746 12.945
C -4.552 -2.245 13.030
O -4.277 -1.839 11.688
H -3.787 -4.267 12.888
H -5.320 -4.136 13.782
H -3.734 -1.966 13.690
H -5.468 -1.746 13.356
*
```

Here is a structure of composition C24H43Cl2F5OP2V at a distorted geometry from the Open Molecules 2025 dataset. Energies are from ωB97M-V/def2-TZVPD.

Structure (ORCA input):
```
! wB97M-V def2-TZVPD RIJCOSX def2/J DEFGRID3
* xyz -1 3
V 0.447 -0.758 -0.623
Cl 0.565 1.180 -1.924
P 1.754 -2.037 -1.948
C 3.175 -1.199 -2.862
C 2.139 -3.662 -0.995
C 0.205 -2.023 -3.040
C 4.017 -0.212 -2.012
H 2.702 -0.614 -3.667
C 3.990 -2.366 -3.428
H 4.474 -2.899 -2.598
H 4.750 -2.003 -4.131
H 3.335 -3.072 -3.954
H 3.475 0.721 -1.812
H 4.936 0.062 -2.546
H 4.293 -0.638 -1.036
H 0.140 -1.015 -3.471
C -1.122 -2.254 -2.263
C 0.548 -3.036 -4.131
H 1.344 -2.632 -4.765
H -0.332 -3.243 -4.752
H 0.903 -3.975 -3.679
H -1.141 -1.952 -1.182
H -1.419 -3.310 -2.323
H -1.909 -1.653 -2.733
C 3.301 -3.315 -0.026
H 2.423 -4.472 -1.709
C 0.894 -4.078 -0.158
H 4.186 -2.895 -0.514
H 3.622 -4.209 0.528
H 2.967 -2.571 0.719
H 0.634 -3.281 0.577
H 1.129 -4.977 0.432
H -0.010 -4.286 -0.749
Cl 0.827 -1.200 1.628
H 1.922 -0.496 -0.478
P -0.248 3.008 1.522
C -1.441 3.816 0.366
C -0.851 2.586 3.270
C 1.496 3.655 1.355
C -2.267 2.756 -0.436
H -0.858 4.419 -0.362
C -2.279 4.781 1.218
H -2.969 4.206 1.850
H -2.890 5.454 0.602
H -1.639 5.407 1.856
H -1.627 2.391 -1.255
H -3.220 3.161 -0.848
H -2.491 1.859 0.179
H 1.615 3.761 0.257
C 2.642 2.679 1.800
C 1.519 5.072 1.995
H 0.906 5.778 1.414
H 2.528 5.517 2.034
H 1.132 5.066 3.027
H 2.307 1.629 1.666
H 2.992 2.845 2.841
H 3.528 2.833 1.157
C -1.923 1.456 3.058
H -1.283 3.467 3.825
C 0.323 1.941 4.073
H -2.827 1.808 2.527
H -2.264 0.993 4.008
H -1.417 0.677 2.444
H 0.636 1.042 3.497
H 0.012 1.611 5.087
H 1.186 2.616 4.205
F -6.871 -2.881 1.004
C -5.680 -2.297 0.824
C -5.522 -1.369 -0.227
F -6.558 -1.114 -1.071
C -4.315 -0.726 -0.411
F -4.174 0.152 -1.447
C -3.190 -0.973 0.466
O -2.109 -0.309 0.340
C -3.386 -1.974 1.451
F -2.348 -2.316 2.225
C -4.597 -2.602 1.641
F -4.742 -3.514 2.599
*
```

| no. | E (eV) |
| --- | --- |
| 1 | -189534.9032 |
| 2 | -110530.5937 |